1.
The following is a quantum chemistry calculation of 15 unconnected molecules or ions with the total composition C50H132N6O9S9 at a distorted geometry, from OMol25.

```
! RIJCOSX wB97M-V def2-TZVPD def2/J DEFGRID3
* xyz 0 1
C -5.9604 -0.5514 2.9264
C -6.6422 -1.7608 3.6702
N -7.0740 -1.3388 4.9697
C -8.4438 -0.6009 4.7768
C -8.7903 0.2152 6.0377
C -7.2471 -2.4878 5.7891
C -5.9852 -2.9317 6.5056
H -5.8622 -0.6559 1.8459
H -4.9177 -0.3232 3.1475
H -6.4184 0.4120 3.1505
H -7.4316 -2.1383 3.0203
H -5.9066 -2.5635 3.7215
H -8.4541 0.0198 3.8809
H -9.2376 -1.3180 4.5674
H -8.7291 1.2218 5.6240
H -9.7489 -0.1446 6.4115
H -8.0111 0.1283 6.7950
H -7.7017 -3.3658 5.3303
H -7.9032 -2.1613 6.5960
H -6.3367 -3.5606 7.3235
H -5.2928 -2.1431 6.8004
H -5.4859 -3.6868 5.8984
C 5.0187 -0.2603 1.7366
C 4.8084 -0.2562 3.1981
N 4.2659 0.9830 3.7279
C 4.2041 0.7951 5.2377
C 5.5756 0.6913 5.8962
C 2.9342 1.3515 3.1028
C 1.9061 0.3253 3.3434
H 4.0996 -0.6391 1.2896
H 5.7667 -0.9680 1.3791
H 5.1114 0.7231 1.2758
H 4.1479 -1.1019 3.3895
H 5.7836 -0.3486 3.6760
H 3.7198 1.6938 5.6196
H 3.5461 -0.0576 5.4051
H 6.1815 1.5541 5.6195
H 5.5581 0.6536 6.9854
H 6.1051 -0.2480 5.7367
H 3.0552 1.7234 2.0854
H 2.6587 2.2653 3.6294
H 0.9095 0.6983 3.1073
H 1.6371 0.2517 4.3971
H 2.0518 -0.6884 2.9702
C -1.6988 2.0249 -4.2914
C -1.0387 3.3946 -4.5652
N -1.4912 4.2375 -3.4918
C -2.8722 4.7750 -3.7751
C -3.0619 5.8800 -4.8265
C -0.6123 5.3337 -3.2220
C 0.7166 4.6913 -2.7331
H -2.7692 2.0417 -4.4964
H -1.4562 1.7028 -3.2788
H -1.4942 1.2197 -4.9970
H -0.0232 2.9986 -4.5664
H -1.1711 3.7991 -5.5687
H -3.4971 3.9454 -4.1059
H -3.3282 5.2637 -2.9142
H -3.2583 5.2870 -5.7197
H -4.0326 6.3547 -4.6835
H -2.2809 6.6381 -4.8862
H -1.0819 6.0737 -2.5739
H -0.4023 5.9226 -4.1148
H 1.3740 4.2267 -3.4680
H 0.4639 3.9513 -1.9737
H 1.2088 5.5320 -2.2440
C 1.3184 0.5246 -5.7723
C 0.9308 1.2925 -7.0498
N 2.1135 1.5945 -7.9084
C 2.9755 2.6860 -7.3296
C 4.1993 3.1614 -8.1224
C 1.7668 1.9238 -9.3366
C 0.9984 3.2236 -9.5135
H 0.5264 0.1484 -5.1248
H 1.9785 1.0787 -5.1050
H 1.8268 -0.4290 -5.9149
H 0.2688 0.7940 -7.7579
H 0.4317 2.2147 -6.7523
H 3.3463 2.2876 -6.3852
H 2.4531 3.5804 -6.9903
H 4.9321 3.8649 -7.7273
H 3.9768 3.5843 -9.1021
H 4.8222 2.3457 -8.4894
H 2.6157 1.8892 -10.0195
H 1.1611 1.1366 -9.7856
H -0.0016 3.1755 -9.0824
H 1.5329 4.0474 -9.0405
H 1.0823 3.4837 -10.5686
C -2.6430 -4.4944 1.1131
C -1.8308 -5.4643 1.9413
N -2.5927 -6.3481 2.8130
C -3.4521 -5.7489 3.7635
C -3.8932 -6.6005 4.9088
C -3.1862 -7.4232 2.1589
C -4.4567 -7.1799 1.4490
H -2.1301 -3.5492 0.9355
H -3.4519 -4.0072 1.6575
H -2.8692 -4.7477 0.0773
H -1.2431 -5.9607 1.1690
H -1.0685 -4.9383 2.5160
H -2.7872 -5.0521 4.2738
H -4.2798 -5.1281 3.4206
H -4.2407 -5.8496 5.6184
H -4.4982 -7.4306 4.5440
H -2.9921 -7.0715 5.3015
H -3.1645 -8.2406 2.8797
H -2.5331 -7.6807 1.3251
H -4.2791 -6.5053 0.6115
H -5.1730 -6.7510 2.1497
H -4.8767 -8.0524 0.9485
C 2.8858 -3.2990 0.5892
C 2.7881 -3.4297 2.1049
N 2.7469 -3.6045 3.2510
H 2.6936 -2.2852 0.2379
H 2.2298 -4.0138 0.0923
H 3.8776 -3.6825 0.3496
C 5.6065 3.5481 2.5188
S 5.7819 5.2881 1.7986
O 6.2607 5.3028 0.3550
C 3.9677 5.4427 1.7911
H 6.5667 3.0542 2.6677
H 5.0441 2.9647 1.7899
H 5.0245 3.5230 3.4401
H 3.9511 6.4445 1.3618
H 3.5383 5.3737 2.7906
H 3.5738 4.7643 1.0345
C 5.2903 3.7542 -1.8872
S 5.4117 2.0288 -2.4190
O 5.9120 1.9303 -3.8969
C 6.7755 1.5197 -1.3244
H 4.7685 3.7541 -0.9303
H 4.7688 4.3213 -2.6583
H 6.3551 3.9710 -1.8012
H 7.6610 1.6729 -1.9411
H 6.5270 0.4900 -1.0675
H 6.7225 2.2839 -0.5489
C 0.3861 -2.9731 5.5893
S 0.4569 -2.3543 7.3836
O 1.8474 -1.8112 7.8041
C -0.6373 -0.9149 7.1971
H 1.1083 -3.7889 5.6236
H 0.7803 -2.2307 4.8955
H -0.6354 -3.2172 5.2979
H -1.5250 -1.0539 6.5801
H -0.0327 -0.1318 6.7395
H -1.0957 -0.6602 8.1527
C -4.5948 1.8654 -0.3645
S -4.2657 2.7456 1.1915
O -3.0788 2.0713 1.9244
C -3.7988 4.4312 0.6441
H -3.7857 1.6254 -1.0543
H -5.4140 2.3551 -0.8909
H -4.8804 0.8499 -0.0900
H -3.7453 5.0676 1.5274
H -4.6795 4.9373 0.2489
H -2.9918 4.5511 -0.0788
C 1.7177 1.1141 -1.8446
S 0.2333 -0.0231 -1.9335
O 0.7122 -1.4096 -2.2189
C -0.2721 0.0327 -0.1056
H 1.4649 1.9465 -1.1879
H 2.0688 1.4289 -2.8274
H 2.4834 0.4891 -1.3849
H 0.3735 0.6998 0.4655
H -0.2628 -0.8872 0.4790
H -1.3016 0.3905 -0.0910
C 0.8097 6.1729 5.4490
S 0.3104 4.5752 4.7245
O 1.2200 4.3505 3.5320
C 1.2258 3.5233 5.9396
H 0.7058 7.0003 4.7470
H 1.8788 6.2326 5.6530
H 0.1491 6.4931 6.2547
H 0.9763 2.4825 5.7332
H 1.0604 3.7737 6.9875
H 2.2776 3.6331 5.6755
C 1.4054 -4.5479 -3.3136
S 0.1814 -5.3276 -4.4695
O 0.2037 -4.5443 -5.7792
C 1.1549 -6.8966 -4.7535
H 1.2995 -3.4812 -3.1162
H 2.3790 -4.5205 -3.8027
H 1.4159 -4.9881 -2.3164
H 2.0306 -6.4672 -5.2401
H 0.6806 -7.5584 -5.4781
H 1.3256 -7.3295 -3.7679
C 5.0381 -3.3826 -2.4571
S 5.2083 -1.5251 -2.4292
O 4.5497 -1.0863 -1.1009
C 4.0136 -0.9544 -3.7480
H 4.0500 -3.8241 -2.3271
H 5.7021 -3.8311 -1.7183
H 5.3583 -3.8546 -3.3859
H 4.3291 0.0057 -4.1563
H 2.9622 -0.9787 -3.4615
H 4.0949 -1.6241 -4.6042
C -2.1804 -2.4626 -4.0601
S -3.8771 -1.6560 -4.2096
O -4.5727 -2.1755 -5.4992
C -4.5939 -2.6925 -2.8631
H -2.2090 -3.5351 -3.8675
H -1.5526 -2.1649 -3.2203
H -1.5739 -2.2535 -4.9413
H -5.6748 -2.6202 -2.7423
H -3.9841 -2.5590 -1.9696
H -4.4144 -3.7485 -3.0651
*
```

The highest occupied orbital energy comes out at -8.22 eV. The total energy is -178859.658 eV. As for the molecular weight: 1250.24 Da. The orbital gap is 0.3060 Ha.

Löwdin atomic charge list, values in e, 99 entries: -0.08 -0.26 -0.17 -0.21 -0.08 -0.31 -0.08 0.05 0.06 0.06 0.11 0.10 0.10 0.10 0.07 0.07 0.07 0.12 0.10 0.07 0.08 0.04 -0.10 -0.29 -0.16 -0.22 -0.09 -0.23 -0.10 0.04 0.08 0.06 0.09 0.11 0.09 0.10 0.07 0.07 0.07 0.10 0.08 0.08 0.06 0.06 -0.09 -0.26 -0.19 -0.23 -0.09 -0.27 -0.07 0.06 0.04 0.06 0.09 0.12 0.10 0.10 0.07 0.07 0.07 0.12 0.10 0.06 0.06 0.07 -0.08 -0.22 -0.15 -0.25 -0.10 -0.26 -0.10 0.05 0.05 0.07 0.12 0.08 0.09 0.10 0.07 0.05 0.07 0.10 0.10 0.07 0.06 0.07 -0.10 -0.22 -0.19 -0.33 -0.08 -0.31 -0.08 0.06 0.07 0.07 0.11

=====

2.
The following is a quantum chemistry calculation of 11 unconnected molecules or ions with the total composition C50H142Cl8N21O7P7 at a distorted geometry, from OMol25.

```
! RIJCOSX wB97M-V def2-TZVPD def2/J DEFGRID3
* xyz 0 1
C 2.0455 -9.0911 -0.5476
N 1.5326 -7.7288 -0.7022
C 0.0910 -7.6184 -0.8878
P 2.5045 -6.4417 -1.0567
O 1.7219 -5.2478 -1.3482
N 3.4875 -6.2026 0.2724
C 2.8042 -5.5551 1.4007
C 4.5426 -7.1334 0.5963
N 3.5058 -6.9984 -2.2304
C 3.0235 -7.7678 -3.3629
C 4.7970 -6.3896 -2.4401
H 1.2592 -9.8183 -0.3861
H 2.7343 -9.0934 0.2960
H 2.5845 -9.3986 -1.4512
H -0.2668 -6.6099 -0.7154
H -0.4332 -8.3074 -0.2293
H -0.1486 -7.8917 -1.9264
H 3.5835 -5.1660 2.0768
H 2.2019 -4.7068 1.1038
H 2.2187 -6.2935 1.9770
H 4.8296 -7.7287 -0.2662
H 5.3525 -6.5293 1.0250
H 4.2635 -7.8898 1.3556
H 2.6892 -7.1406 -4.1952
H 3.7708 -8.4934 -3.6825
H 2.1416 -8.3367 -3.0453
H 5.6115 -7.0850 -2.6759
H 5.1279 -5.9567 -1.4829
H 4.8890 -5.5447 -3.1417
C 3.9390 -0.2616 -4.3155
N 3.9780 -0.5029 -2.9172
C 3.3603 -1.7367 -2.4714
P 5.0191 0.4072 -2.0425
O 6.4458 0.3386 -2.3812
N 4.5710 1.9627 -2.3979
C 5.5583 3.0358 -2.6582
C 3.1725 2.3316 -2.4559
N 4.7803 0.1631 -0.4349
C 5.9166 -0.2218 0.4202
C 3.4573 0.1252 0.1589
H 4.1461 -1.1656 -4.9020
H 4.6623 0.4635 -4.6941
H 2.9778 0.1099 -4.7053
H 4.0777 -2.3718 -1.9228
H 3.1124 -2.3732 -3.3134
H 2.5260 -1.5889 -1.7940
H 5.8840 2.9343 -3.6957
H 5.0498 3.9955 -2.5999
H 6.3281 3.0460 -1.8946
H 2.5890 2.0691 -1.5595
H 3.0704 3.3958 -2.6120
H 2.6471 1.7826 -3.2532
H 5.5472 -0.4020 1.4251
H 6.4879 -1.0669 0.0351
H 6.6370 0.6056 0.4924
H 3.4017 -0.6965 0.8818
H 2.7308 -0.0929 -0.6219
H 3.1626 1.0219 0.7142
C 13.4534 -8.8089 0.4057
N 13.3031 -10.0594 -0.3329
C 12.0515 -10.2809 -0.9489
P 14.5387 -11.1635 -0.3182
O 15.8557 -10.5149 -0.4267
N 14.4186 -12.0531 1.0798
C 13.1855 -12.7923 1.3740
C 15.1849 -11.6490 2.2368
N 14.1959 -12.2055 -1.5459
C 14.3304 -11.7356 -2.8960
C 14.3432 -13.5993 -1.4856
H 12.4306 -8.5093 0.6519
H 13.8773 -8.0745 -0.2753
H 14.0025 -8.9738 1.3198
H 11.9883 -11.0895 -1.6640
H 11.7635 -9.3857 -1.5256
H 11.2735 -10.3757 -0.1809
H 13.4147 -13.6648 1.9913
H 12.4775 -12.1782 1.9718
H 12.6320 -13.0367 0.4707
H 14.6866 -12.0601 3.1217
H 16.1926 -12.0638 2.2423
H 15.2161 -10.5725 2.4173
H 15.3680 -11.7311 -3.2494
H 13.7472 -12.3754 -3.5567
H 13.9827 -10.7065 -3.0135
H 15.3465 -14.0205 -1.5800
H 13.6205 -14.1327 -2.1106
H 14.0227 -13.9736 -0.5011
C 19.7897 -6.3052 -3.0001
N 18.4382 -6.3305 -2.4775
C 17.3785 -6.0184 -3.4508
P 18.0746 -5.6357 -1.0420
O 17.6951 -4.2261 -1.0337
N 16.8023 -6.5806 -0.5351
C 16.7290 -7.9906 -0.6935
C 15.8274 -5.9156 0.2905
N 19.3489 -5.9367 -0.0157
C 19.2568 -5.2832 1.2718
C 20.0187 -7.2252 -0.0019
H 20.5163 -6.1171 -2.2158
H 19.8911 -5.6307 -3.8529
H 20.0295 -7.3081 -3.3855
H 17.3503 -4.9301 -3.5985
H 16.4675 -6.4924 -3.0869
H 17.5222 -6.4478 -4.4481
H 17.3465 -8.3174 -1.5204
H 16.9675 -8.5261 0.2339
H 15.6944 -8.2807 -0.9152
H 16.2242 -5.0399 0.7737
H 14.9584 -5.6585 -0.3255
H 15.5504 -6.5967 1.1034
H 18.9781 -4.2388 1.1004
H 18.4284 -5.7024 1.8721
H 20.1758 -5.2896 1.8506
H 20.9456 -7.1526 0.5499
H 20.2380 -7.5349 -1.0272
H 19.3256 -8.0134 0.3255
C 8.6385 -0.5435 8.4046
N 8.3291 0.1963 7.1974
C 9.4697 0.8589 6.5761
P 6.9469 0.1466 6.2973
O 6.7941 1.2589 5.3474
N 6.9877 -1.3410 5.5995
C 8.1877 -1.9730 5.0661
C 5.7791 -1.8360 4.9355
N 5.6855 0.1241 7.3651
C 5.2563 -1.0256 8.1231
C 4.9199 1.3563 7.5715
H 9.2028 0.0461 9.1163
H 9.1520 -1.4602 8.0820
H 7.7310 -0.8997 8.8791
H 9.6461 0.4975 5.5513
H 10.3763 0.5579 7.1016
H 9.3363 1.9353 6.5164
H 8.5787 -1.3416 4.2457
H 9.0253 -1.8888 5.7818
H 8.1270 -3.0131 4.7755
H 4.9366 -1.3138 5.4059
H 5.7290 -1.5071 3.8793
H 5.7042 -2.9191 4.9330
H 5.7907 -1.9433 7.8486
H 5.6200 -0.9090 9.1534
H 4.1935 -1.1922 7.9856
H 5.5590 2.1511 7.9580
H 4.0778 1.1349 8.2222
H 4.4895 1.6993 6.6262
C 9.7625 3.0369 -2.3384
N 9.6938 1.8668 -3.1547
C 8.9353 0.7724 -2.5251
P 10.5923 1.6977 -4.5318
O 10.8835 2.9283 -5.2614
N 11.9977 0.8746 -4.1354
C 11.9646 -0.4421 -3.5365
C 13.1419 1.6742 -3.6727
N 9.7891 0.5764 -5.4420
C 10.5593 0.0404 -6.5802
C 8.3510 0.7541 -5.6887
H 9.9463 3.9178 -2.9512
H 10.5499 2.9703 -1.5807
H 8.7974 3.1557 -1.8427
H 9.1733 -0.1674 -3.0027
H 7.8706 0.9802 -2.6996
H 9.0478 0.7070 -1.4435
H 11.0661 -0.9742 -3.8561
H 12.9186 -0.9590 -3.6159
H 11.7456 -0.3698 -2.4434
H 13.3518 1.4483 -2.6224
H 13.9989 1.4144 -4.2996
H 12.9233 2.7346 -3.7891
H 10.9452 0.8597 -7.2258
H 11.4674 -0.4464 -6.2232
H 9.9250 -0.5294 -7.2487
H 7.9193 0.0489 -6.3949
H 8.1516 1.7723 -6.0594
H 7.7957 0.5895 -4.7579
C 7.7791 -4.3227 -1.6566
N 8.9873 -3.5722 -1.9587
C 8.7218 -2.4997 -2.9046
P 10.0713 -3.1412 -0.7783
O 11.2078 -2.3703 -1.2900
N 9.2154 -2.3798 0.3766
C 9.5562 -1.0263 0.8162
C 8.0530 -2.9881 1.0139
N 10.4817 -4.6003 -0.1312
C 11.3301 -4.6582 0.9986
C 10.6223 -5.7200 -1.0328
H 7.7514 -4.7599 -0.6561
H 7.7392 -5.1359 -2.3830
H 6.8897 -3.6878 -1.7168
H 8.3345 -2.8171 -3.8776
H 9.6889 -2.0523 -3.1800
H 8.1200 -1.6388 -2.5668
H 9.3321 -0.9021 1.8719
H 10.6272 -0.8699 0.6524
H 9.0355 -0.2405 0.2569
H 8.3835 -3.9594 1.3814
H 7.5401 -2.4048 1.7698
H 7.2566 -3.1510 0.2729
H 11.4177 -3.6417 1.3991
H 11.0336 -5.3527 1.7853
H 12.3686 -4.9136 0.7195
H 9.9595 -5.6138 -1.8869
H 10.5021 -6.6907 -0.5510
H 11.6331 -5.6620 -1.4399
Cl 14.3452 -0.1000 -0.1984
C 15.1705 -1.3172 0.8184
C 14.3760 -2.5873 0.8821
Cl 14.7734 -3.5661 2.3037
H 15.1946 -0.8367 1.7859
H 16.1346 -1.5540 0.3868
H 14.6134 -3.2275 0.0320
H 13.3133 -2.3713 0.7777
Cl 13.8381 -5.3114 -3.0678
C 13.6799 -3.5756 -2.5751
C 14.9192 -2.7841 -2.8259
Cl 14.9601 -2.1901 -4.5329
H 13.4481 -3.6058 -1.5165
H 12.8346 -3.2416 -3.1548
H 15.8679 -3.2828 -2.6228
H 15.0068 -1.8377 -2.2851
Cl 7.9444 -6.5540 2.0584
C 7.9899 -7.6912 0.6929
C 7.9178 -9.1320 1.1301
Cl 9.4083 -9.4513 2.0508
H 8.8852 -7.5452 0.0972
H 7.1336 -7.4149 0.0778
H 7.9503 -9.7263 0.2178
H 7.0050 -9.3645 1.6640
Cl 7.9077 -8.3435 -4.2741
C 8.6023 -7.1583 -5.4147
C 8.4466 -5.7698 -4.8610
Cl 8.7158 -4.5716 -6.1975
H 8.2112 -7.3210 -6.4162
H 9.6654 -7.3593 -5.5759
H 9.2459 -5.4901 -4.1783
H 7.4845 -5.5156 -4.4368
*
```

The highest occupied orbital energy comes out at -7.07 eV. As for the energy relative to the best compared isomer or geometry (same formula, charge and spin): 0.000 eV. The total energy is -264987.856 eV. As for the molecular weight: 1650.27 Da. Its SMILES is CN(C)P(=O)(N(C)C)N(C)C.CN(C)P(=O)(N(C)C)N(C)C.CN(C)P(=O)(N(C)C)N(C)C.CN(C)P(=O)(N(C)C)N(C)C.CN(C)P(=O)(N(C)C)N(C)C.CN(C)P(=O)(N(C)C)N(C)C.CN(C)P(=O)(N(C)C)N(C)C.ClCCCl.ClCCCl.ClCCCl.ClCCCl. The orbital gap is 0.2585 Ha.

Löwdin atomic charge list, values in e, 99 entries: -0.09 -0.30 -0.11 0.46 -0.27 -0.30 -0.09 -0.16 -0.29 -0.09 -0.13 0.08 0.06 0.06 0.07 0.08 0.08 0.08 0.07 0.09 0.07 0.05 0.09 0.09 0.09 0.06 0.06 0.06 0.09 -0.14 -0.29 -0.08 0.50 -0.29 -0.29 -0.07 -0.11 -0.27 -0.07 -0.12 0.09 0.08 0.08 0.09 0.08 0.07 0.09 0.07 0.07 0.07 0.08 0.07 0.07 0.05 0.09 0.08 0.05 0.09 -0.07 -0.30 -0.14 0.51 -0.27 -0.30 -0.12 -0.11 -0.32 -0.11 -0.15 0.07 0.06 0.08 0.07 0.09 0.05 0.09 0.09 0.07 0.08 0.08 0.07 0.09 0.08 0.08 0.10 0.09 0.06 -0.12 -0.30 -0.11 0.48 -0.27 -0.29 -0.15 -0.15 -0.30 -0.12 -0.10 0.06